19
Properties=species:S:1:pos:R:3:forces:R:3 method="wB97M-V/def2-TZVPD" e_tot_ha=-273.8172 total_charge=0 homo_ha=-0.3088
C 1.074513 -1.712627 1.031091 0.7 0.8 -0.6
C 1.251420 -0.773447 0.087582 0.2 -0.1 -0.5
C 2.180885 0.395487 0.210056 -0.8 0.6 0.5
C 0.389836 -0.754952 -1.188218 0.8 -1.7 1.9
C -0.983379 -0.311635 -0.760586 -0.6 0.5 -0.9
C -1.372637 0.421727 0.286390 -0.6 -0.3 0.3
C -2.435597 1.502807 0.174484 0.4 -1.5 0.1
H 1.200784 -1.393450 2.059836 0.9 -0.7 0.1
H 0.895810 -2.733462 0.721650 -1.2 0.0 0.4
H 2.682076 0.472316 1.174147 -0.3 0.0 0.2
H 1.593032 1.296477 0.000061 0.4 0.2 0.1
H 2.998152 0.347670 -0.512054 -0.2 -0.2 -0.3
H 0.802995 -0.061907 -1.917267 -0.2 0.0 -0.2
H 0.398029 -1.771835 -1.592466 -0.2 0.1 -0.3
H -1.772618 -0.465059 -1.500464 0.4 0.7 -0.6
H -1.009716 0.280542 1.296244 1.0 0.4 -0.1
H -2.774098 1.520934 -0.857715 -0.3 0.3 0.0
H -3.259505 1.344841 0.870520 -0.1 0.3 0.0
H -1.859978 2.395570 0.416708 -0.5 0.4 0.0